1.
{
  "formula": "C6H35NO12",
  "method": "ωB97M-V/def2-TZVPD",
  "total_energy_ev": -32845.2187,
  "spin_multiplicity": 1,
  "e_lumo_ev": -0.41,
  "charge": 0,
  "species": ["C", "N", "C", "C", "C", "C", "C", "H", "H", "H", "H", "H", "H", "H", "H", "H", "H", "H", "H", "H", "O", "H", "H", "O", "H", "H", "O", "H", "H", "O", "H", "H", "O", "H", "H", "O", "H", "H", "O", "H", "H", "O", "H", "H", "O", "H", "H", "O", "H", "H", "O", "H", "H", "O"],
  "coordinates": [[2.126, -1.731, 2.243], [2.485, -1.436, 0.690], [2.238, -0.199, 0.141], [3.070, 0.499, -0.654], [-1.418, 0.961, 0.248], [-0.068, 0.605, -0.371], [0.957, 0.518, 0.400], [1.647, -2.739, 2.373], [1.692, -0.917, 2.871], [3.061, -1.980, 2.811], [3.379, -1.725, 0.547], [2.897, 1.502, -1.015], [3.991, 0.063, -1.127], [-2.212, 0.580, -0.344], [-1.268, 0.541, 1.328], [-1.612, 2.034, 0.544], [-0.209, 0.312, -1.371], [0.838, 0.840, 1.519], [-2.235, 1.975, -1.521], [-2.931, 2.485, -2.774], [-3.108, 1.937, -1.994], [2.891, 3.533, 1.877], [2.419, 2.247, 1.991], [2.773, 2.831, 1.306], [1.569, 2.765, 3.777], [0.198, 2.631, 3.281], [1.057, 2.253, 3.330], [-3.822, -0.408, -1.860], [-3.183, -1.770, -1.887], [-4.065, -1.321, -1.824], [-1.809, 3.510, -0.209], [-0.566, 3.929, -1.028], [-1.528, 3.979, -1.082], [-0.941, -2.512, -1.982], [-1.738, -2.529, -3.329], [-1.612, -1.991, -2.500], [0.240, -0.609, -2.996], [1.523, -0.891, -2.515], [0.869, -1.277, -3.110], [-1.208, -1.759, 3.880], [-0.622, -0.242, 3.991], [-0.430, -1.260, 4.228], [0.661, -2.913, -3.496], [1.132, -3.465, -2.228], [0.782, -3.838, -3.020], [1.446, 3.063, -1.639], [1.361, 3.311, -0.160], [1.162, 3.764, -0.909], [-3.313, -1.492, 0.862], [-3.670, -0.842, 2.096], [-3.007, -1.418, 1.855], [-0.582, -3.191, 0.031], [-0.311, -4.431, -0.719], [-0.997, -3.784, -0.555]],
  "nbo_charge": [-0.444, -0.609, 0.135, -0.512, -0.660, -0.181, -0.217, 0.213, 0.234, 0.200, 0.373, 0.202, 0.194, 0.235, 0.234, 0.185, 0.191, 0.203, 0.478, 0.481, -0.963, 0.456, 0.479, -0.937, 0.461, 0.486, -0.927, 0.471, 0.492, -0.991, 0.449, 0.492, -0.965, 0.511, 0.491, -0.992, 0.482, 0.487, -0.944, 0.491, 0.470, -0.957, 0.500, 0.448, -0.971, 0.478, 0.486, -0.936, 0.492, 0.459, -0.952, 0.468, 0.480, -0.927]
}

2.
{
  "formula": "C4H10N2",
  "method": "ωB97M-V/def2-TZVPD",
  "total_energy_ev": -7278.7652,
  "spin_multiplicity": 2,
  "e_lumo_ev": [-5.61, -8.97],
  "charge": 1,
  "species": ["C", "C", "N", "H", "H", "H", "H", "H", "C", "C", "N", "H", "H", "H", "H", "H"],
  "coordinates": [[2.219, -1.557, -3.203], [-0.073, -1.456, -2.867], [0.910, -2.165, -3.219], [2.650, -1.551, -4.204], [2.845, -2.145, -2.538], [2.214, -0.495, -2.919], [-1.047, -1.902, -3.041], [0.087, -0.421, -2.545], [-1.861, 1.254, 2.243], [-0.129, 1.785, 3.908], [-1.127, 2.002, 3.208], [-1.246, 0.562, 1.667], [-2.345, 1.927, 1.517], [-2.831, 0.921, 2.623], [0.100, 2.381, 4.792], [0.432, 0.862, 3.717]],
  "nbo_charge": [-0.448, -0.093, -0.360, 0.219, 0.210, 0.158, 0.185, 0.129, -0.522, 0.008, 0.075, 0.297, 0.289, 0.286, 0.287, 0.279]
}

3.
{
  "formula": "C17H30KN2O5P2S",
  "method": "ωB97M-V/def2-TZVPD",
  "total_energy_ev": -77069.2843,
  "spin_multiplicity": 1,
  "e_lumo_ev": 2.50,
  "charge": -1,
  "species": ["K", "C", "C", "N", "O", "C", "C", "N", "O", "H", "H", "H", "H", "H", "H", "H", "C", "P", "C", "C", "C", "P", "C", "C", "H", "H", "H", "H", "H", "H", "H", "H", "H", "H", "H", "H", "H", "H", "H", "H", "C", "C", "C", "C", "C", "C", "C", "S", "O", "O", "O", "H", "H", "H", "H", "H", "H", "H"],
  "coordinates": [[9.161, 11.413, 4.615], [3.920, 11.325, 4.381], [5.358, 10.908, 4.652], [6.390, 11.724, 4.630], [5.986, 13.046, 4.290], [5.818, 9.539, 4.640], [5.020, 8.361, 4.520], [7.222, 9.404, 4.643], [7.571, 8.331, 5.121], [3.234, 10.743, 5.008], [3.676, 11.105, 3.345], [3.820, 12.383, 4.534], [6.869, 13.464, 4.033], [5.653, 7.476, 4.537], [4.428, 8.347, 3.639], [4.256, 8.277, 5.341], [15.482, 12.530, 4.646], [14.839, 11.186, 3.571], [13.095, 11.208, 4.258], [15.586, 9.735, 4.449], [15.345, 8.455, 3.721], [14.960, 6.932, 4.797], [15.876, 5.629, 3.928], [13.235, 6.470, 4.323], [14.820, 13.462, 4.508], [16.527, 12.763, 4.305], [15.604, 12.237, 5.690], [12.435, 10.482, 3.710], [12.782, 12.227, 4.036], [13.046, 11.105, 5.322], [15.245, 9.771, 5.508], [16.661, 9.896, 4.431], [16.262, 8.211, 3.139], [14.520, 8.477, 2.936], [16.507, 5.987, 3.170], [15.172, 4.853, 3.590], [16.460, 5.261, 4.762], [12.975, 6.876, 3.356], [12.634, 6.896, 5.116], [13.121, 5.376, 4.303], [9.540, 19.972, 4.150], [9.685, 18.491, 4.379], [8.536, 17.697, 4.463], [8.633, 16.347, 4.282], [9.898, 15.778, 4.186], [11.112, 16.514, 4.369], [10.953, 17.875, 4.359], [9.955, 14.030, 3.920], [10.141, 13.536, 5.311], [11.055, 13.729, 3.018], [8.600, 13.716, 3.411], [8.598, 20.287, 4.689], [9.494, 20.264, 3.091], [10.422, 20.464, 4.575], [7.498, 18.168, 4.409], [7.766, 15.706, 3.950], [12.020, 15.903, 4.461], [11.830, 18.576, 4.383]],
  "nbo_charge": [0.946, -0.674, 0.206, -0.257, -0.657, -0.114, -0.651, -0.038, -0.565, 0.209, 0.218, 0.237, 0.500, 0.242, 0.185, 0.176, -0.952, 0.792, -0.939, -0.724, -0.691, 0.758, -0.945, -0.924, 0.244, 0.222, 0.216, 0.223, 0.264, 0.214, 0.220, 0.219, 0.220, 0.219, 0.223, 0.226, 0.229, 0.221, 0.237, 0.226, -0.624, -0.033, -0.200, -0.207, -0.316, -0.192, -0.216, 2.371, -1.048, -0.987, -1.049, 0.213, 0.217, 0.208, 0.205, 0.257, 0.239, 0.200]
}

Energy above the lowest of the compared OMol25 structures with the same formula, charge and spin per entry: 193.4 99.8 0.0 kcal/mol